Record 1
{"formula": "C4H12N2O", "method": "ωB97M-V with the def2-TZVPD basis set", "e_homo_ev": -8.43, "smiles": "C=C(N)CCN.O", "homo_lumo_gap_ev": 9.3, "lumo_ev": 0.874, "species": ["C", "C", "N", "C", "C", "N", "H", "H", "H", "H", "H", "H", "H", "H", "H", "H", "O", "H", "H"], "positions_angstrom": [[-1.697, -0.274, 0.041], [-0.896, 0.053, 1.046], [-1.357, 0.522, 2.278], [0.561, -0.356, 1.071], [1.536, 0.641, 0.442], [1.278, 0.777, -1.002], [-2.772, -0.190, -0.022], [-1.306, -0.685, -0.881], [-0.638, 0.759, 2.946], [-2.134, 1.161, 2.273], [0.905, -0.518, 2.084], [0.668, -1.301, 0.540], [1.390, 1.596, 0.948], [2.538, 0.245, 0.600], [0.268, 0.759, -1.129], [1.557, 1.705, -1.305], [0.335, -1.437, -3.135], [0.474, -1.084, -2.244], [0.548, -0.648, -3.653]], "mulliken_charge": [-1.02, 0.84, -0.53, -0.92, -0.41, -0.55, 0.31, 0.12, 0.21, 0.24, 0.40, 0.29, 0.29, 0.32, 0.17, 0.24, -0.69, 0.36, 0.33]}



Record 2
{"formula": "C24H32BrClN2OP", "method": "ωB97M-V with the def2-TZVPD basis set", "charge": 1, "e_homo_ev": -11.76, "homo_lumo_gap_ev": 7.5, "lumo_ev": -4.271, "species": ["C", "C", "Br", "C", "C", "N", "N", "C", "P", "C", "C", "C", "C", "C", "C", "Cl", "C", "O", "H", "H", "H", "H", "H", "H", "H", "H", "H", "H", "H", "H", "H", "H", "H", "H", "H", "H", "H", "H", "C", "C", "C", "C", "C", "C", "H", "H", "H", "H", "H", "H", "C", "C", "C", "C", "C", "C", "H", "H", "H", "H", "H", "H"], "positions_angstrom": [[-3.440, -0.926, -0.283], [-3.669, -0.069, -1.506], [-4.924, -1.035, -2.657], [-2.409, 0.277, -2.326], [-1.132, 0.239, -1.535], [-0.239, -0.643, -1.902], [0.880, -0.609, -1.173], [1.149, 0.176, -0.138], [2.809, 0.031, 0.692], [3.054, -1.780, 0.851], [3.945, 0.566, -0.664], [0.202, 1.120, 0.285], [0.372, 2.050, 1.445], [0.329, 1.372, 2.806], [-1.000, 0.675, 3.047], [-2.300, 1.851, 3.335], [-0.963, 1.156, -0.470], [-1.959, 2.015, -0.260], [-2.986, -1.883, -0.520], [-2.856, -0.429, 0.489], [-4.404, -1.144, 0.160], [-4.192, 0.840, -1.255], [-2.334, -0.417, -3.150], [-2.475, 1.281, -2.738], [1.594, -1.259, -1.473], [3.499, -2.236, -0.026], [2.067, -2.221, 0.983], [3.625, -2.003, 1.739], [4.019, 1.643, -0.685], [4.905, 0.116, -0.446], [3.571, 0.232, -1.627], [1.300, 2.601, 1.325], [-0.425, 2.787, 1.449], [0.443, 2.125, 3.579], [1.114, 0.645, 2.966], [-1.266, 0.018, 2.223], [-0.909, 0.051, 3.926], [-1.970, 2.282, 0.672], [-0.342, -5.699, 4.237], [-0.139, -5.607, 2.868], [0.024, -4.365, 2.273], [-0.010, -3.216, 3.052], [-0.210, -3.307, 4.422], [-0.379, -4.550, 5.014], [-0.471, -6.668, 4.700], [-0.109, -6.504, 2.264], [0.176, -4.294, 1.203], [0.120, -2.243, 2.587], [-0.236, -2.411, 5.030], [-0.540, -4.623, 6.081], [0.597, 2.423, -3.646], [0.861, 2.511, -5.006], [1.019, 3.755, -5.598], [0.919, 4.908, -4.831], [0.657, 4.820, -3.472], [0.493, 3.576, -2.879], [0.474, 1.454, -3.186], [0.943, 1.612, -5.602], [1.220, 3.827, -6.658], [1.045, 5.878, -5.295], [0.580, 5.720, -2.876], [0.283, 3.509, -1.817]], "mulliken_charge": [-1.16, 0.09, -0.12, -1.42, 0.44, -1.18, 0.62, 1.03, 0.18, -0.94, -1.22, 0.46, -1.84, -0.93, 0.28, -0.17, 0.38, -0.64, 0.34, 0.08, 0.53, 0.43, 0.54, 0.35, 0.29, 0.36, 0.10, 0.42, 0.35, 0.40, 0.43, 0.48, 0.81, 0.53, 0.36, -0.15, 0.26, 0.23, -0.45, -0.44, -0.48, 0.44, -0.48, -0.48, 0.37, 0.37, 0.36, 0.08, 0.32, 0.38, 0.10, -0.71, -0.40, -0.44, -0.68, -0.08, 0.37, 0.40, 0.39, 0.38, 0.39, 0.31]}



Record 3
{"formula": "C12H26F6GeN3O4S2V", "method": "ωB97M-V with the def2-TZVPD basis set", "charge": -1, "spin_multiplicity": 4, "e_homo_ev": [-2.75, -3.05], "s2": 3.903, "homo_lumo_gap_ev": [5.5, 5.8], "lumo_ev": [2.736, 2.730], "species": ["V", "C", "N", "C", "C", "C", "N", "C", "C", "H", "H", "H", "H", "H", "H", "H", "H", "H", "H", "H", "H", "H", "H", "H", "H", "F", "C", "F", "F", "S", "O", "O", "N", "S", "O", "O", "C", "F", "F", "F", "C", "Ge", "C", "C", "C", "H", "H", "H", "H", "H", "H", "H", "H", "H", "H"], "positions_angstrom": [[-0.362, 0.627, 0.320], [2.965, -1.655, -0.911], [2.724, -0.417, -0.197], [3.368, 0.691, -0.877], [3.137, -0.510, 1.193], [2.355, 0.414, 2.112], [0.918, 0.120, 2.214], [0.320, 1.047, 3.178], [0.668, -1.255, 2.650], [4.036, -1.930, -0.920], [2.637, -1.550, -1.944], [2.397, -2.470, -0.460], [4.453, 0.520, -0.996], [3.218, 1.616, -0.326], [2.925, 0.824, -1.865], [4.208, -0.264, 1.305], [3.033, -1.542, 1.526], [2.458, 1.443, 1.766], [2.805, 0.362, 3.119], [0.737, 0.892, 4.187], [-0.758, 0.891, 3.203], [0.516, 2.074, 2.868], [1.252, -1.495, 3.555], [0.916, -1.954, 1.856], [-0.396, -1.370, 2.839], [-1.974, 3.649, 0.718], [-0.784, 4.176, 0.488], [-0.120, 4.223, 1.649], [-0.922, 5.419, 0.053], [0.242, 3.166, -0.711], [1.079, 2.334, 0.143], [0.867, 4.158, -1.521], [-0.649, 2.087, -1.440], [-1.788, 2.684, -2.442], [-1.525, 2.265, -3.781], [-2.067, 4.058, -2.152], [-3.324, 1.772, -1.950], [-3.256, 0.489, -2.221], [-3.621, 1.979, -0.682], [-4.311, 2.299, -2.697], [-0.902, -2.026, -2.359], [-1.833, -2.241, -0.620], [-0.937, -3.845, 0.177], [-3.664, -2.916, -1.067], [-1.832, -0.660, 0.444], [-0.943, -2.951, -2.941], [0.147, -1.778, -2.191], [-1.340, -1.221, -2.948], [-1.057, -4.728, -0.458], [-1.358, -4.071, 1.160], [0.136, -3.672, 0.303], [-3.633, -3.868, -1.606], [-4.203, -2.192, -1.681], [-4.231, -3.068, -0.146], [-2.727, -0.629, 1.083]], "mulliken_charge": [-0.18, -1.17, 0.85, -1.32, -1.27, -0.91, 0.97, -1.18, -1.04, 0.37, 0.35, 0.20, 0.37, 0.33, 0.32, 0.39, 0.56, 0.24, 0.45, 0.43, 0.24, 0.28, 0.28, 0.08, 0.34, -0.20, 0.66, -0.24, -0.22, 1.07, -0.36, -0.68, -0.49, 0.88, -0.63, -0.62, 0.70, -0.22, -0.18, -0.26, -0.83, 0.47, -1.35, -1.26, -0.27, 0.42, -0.06, 0.31, 0.40, 0.36, 0.25, 0.34, 0.33, 0.37, 0.31]}



Record 4
{"formula": "C5H13NO", "method": "ωB97M-V with the def2-TZVPD basis set", "charge": 1, "spin_multiplicity": 2, "e_homo_ev": [-14.74, -15.24], "s2": 0.771, "homo_lumo_gap_ev": [11.2, 7.8], "lumo_ev": [-3.561, -7.437], "species": ["C", "C", "C", "N", "C", "C", "H", "H", "H", "H", "H", "H", "H", "H", "H", "H", "H", "H", "H", "O"], "positions_angstrom": [[1.828, 0.145, 1.933], [0.361, -0.109, 1.788], [-0.187, 0.459, 0.672], [-1.532, 0.391, 0.242], [-1.661, -0.086, -1.197], [-1.219, -1.498, -1.487], [2.163, 0.118, 3.010], [2.441, -0.768, 1.618], [2.094, 1.177, 1.674], [-0.155, -0.899, 2.297], [0.270, 1.240, 0.023], [-2.279, -0.234, 0.817], [-1.239, 0.713, -1.791], [-2.850, -0.191, -1.410], [-1.815, -2.108, -2.133], [-1.268, -2.165, -0.592], [-0.212, -1.511, -1.829], [2.190, 0.203, -0.766], [2.155, 1.685, -1.250], [1.812, 0.818, -1.452]], "mulliken_charge": [-1.28, 0.11, -0.18, -0.18, -0.43, -1.00, 0.42, 0.33, 0.39, 0.37, 0.37, 0.42, 0.35, 0.31, 0.38, 0.30, 0.30, 0.32, 0.32, -0.63]}